# C53H88F3NO20S

8 unconnected molecules or ions with the total composition C53H88F3NO20S at a distorted geometry (the ωB97M-V functional and the def2-TZVPD basis, OMol25).

Last column: Mulliken charge in e.
Positions of all 166 atoms, in Å:
O -0.056 -7.007 -4.982  -0.59
H 2.858 7.594 0.364  0.29
H -2.101 -2.733 2.129  0.33
C 11.601 -6.522 -6.782  0.02
H -4.591 1.689 6.146  0.23
H 4.583 -6.733 -3.604  0.34
H -5.327 3.736 6.988  0.26
C 3.015 6.558 0.666  -0.60
C -3.944 4.685 0.850  2.89
C -7.123 2.470 7.176  -1.14
H 0.235 4.447 7.558  0.30
C 2.860 6.627 3.040  0.45
C -1.298 8.069 3.122  0.11
H -1.768 5.001 1.430  0.84
C -1.827 7.851 5.679  -0.59
H 12.515 -5.923 -6.763  0.23
C -2.700 5.526 1.233  -3.20
C -4.934 5.851 0.765  -1.21
C 10.223 -5.877 -5.065  0.51
C 9.867 -4.995 -6.247  0.05
H -1.803 8.465 6.579  0.55
H -2.477 5.249 3.598  0.38
C -3.233 6.504 2.297  1.09
O -1.911 -1.882 4.006  -0.36
C -6.804 4.438 5.576  -1.02
H -0.774 7.115 3.178  -0.18
O -5.775 6.077 -0.063  -0.63
H -1.375 5.769 6.014  0.11
H 10.353 -4.028 -6.118  0.27
C 12.270 -10.118 -8.278  0.59
H -0.499 -2.792 2.873  0.31
O 0.186 -3.538 0.536  -0.53
C -2.063 2.852 -0.465  0.71
H 1.694 4.873 1.113  0.23
C 1.042 -5.196 -2.348  -0.13
H 0.798 -10.883 -3.586  0.31
H -0.644 8.724 2.546  0.42
H 1.717 -6.035 -2.493  0.24
O 9.777 -5.844 -3.955  -0.60
H -1.003 -11.335 -5.614  0.32
H -8.510 4.702 -4.107  0.28
H -7.869 4.303 5.377  0.47
H -0.113 6.621 5.090  -0.11
H -6.672 5.165 2.763  0.03
C -0.834 -10.460 -4.992  -0.48
H -1.087 -1.276 2.181  0.23
O -3.007 5.045 -1.599  -0.75
C -5.922 3.984 4.403  1.35
C 14.219 -10.748 -7.069  -0.48
H 12.750 -12.154 -7.881  0.29
H -5.141 0.295 4.295  -0.14
H -0.719 -9.169 -6.756  0.27
C -3.637 -0.852 5.292  -0.63
C -6.709 1.202 6.423  -0.85
C -2.569 7.886 2.285  -1.70
F -1.772 2.699 0.829  -0.18
H 4.401 5.560 2.034  0.27
C -4.381 3.497 1.767  -1.57
O -0.126 6.980 7.113  -0.50
H -4.952 7.600 1.712  0.42
H -8.167 2.641 6.899  0.29
C 1.135 4.861 7.106  -1.08
O 0.805 -8.936 -4.262  -0.33
O -9.431 2.980 -2.091  -0.42
O -7.915 3.382 -0.496  -0.46
H 6.978 -6.204 -4.932  0.23
C -3.268 -1.522 3.982  -0.41
C -1.518 8.745 4.476  -1.26
O 1.624 6.347 2.553  -0.25
O -3.146 5.938 3.594  -0.36
H -6.744 4.459 7.707  0.44
C 1.705 5.964 1.169  -0.21
C 4.141 -4.676 -4.216  -0.21
H 12.174 -11.257 -6.454  0.28
H -2.843 7.466 5.592  0.11
C -0.084 -8.204 -4.971  0.56
H 4.599 7.326 1.984  0.33
H -2.475 6.183 0.392  0.79
H 1.589 6.703 8.111  0.41
O 13.310 -9.417 -8.788  -0.36
C -8.189 3.304 -1.656  0.35
H -4.012 2.593 1.285  0.55
H 1.213 -4.464 -3.140  0.03
H 3.428 6.019 -0.184  0.37
H 4.629 -6.444 -5.343  0.28
C -8.232 3.652 -4.002  -0.59
H -7.142 2.275 8.250  0.47
C -6.588 4.118 3.037  -0.94
H -10.383 3.216 -3.903  0.34
H -9.345 1.785 -3.766  0.25
H -6.398 3.492 0.989  -0.44
H -3.502 -0.884 3.121  0.30
H 2.010 4.439 7.597  0.40
O 7.184 -3.507 -5.287  -0.57
H 1.327 -10.661 -5.262  0.28
H -1.817 -4.906 -0.726  0.35
H -7.844 3.310 -4.960  0.34
H -3.900 3.531 2.740  0.62
H 4.010 -4.394 -3.169  0.16
F -2.324 1.672 -0.994  -0.24
C 6.273 -4.170 -4.885  0.44
C 12.786 -11.203 -7.349  -0.45
S -3.541 3.991 -0.773  1.38
H -0.889 -5.692 -3.232  0.33
H -0.685 9.403 4.726  0.41
O 11.186 -6.763 -5.427  -0.35
O -4.579 3.174 -1.339  -0.61
H 9.701 -6.500 -7.787  0.27
C 10.439 -5.781 -7.429  -0.72
H 3.173 -4.658 -4.712  0.26
C -5.026 -0.217 5.255  -0.14
C 4.860 -6.011 -4.369  -0.56
H -5.546 2.966 4.553  -0.31
C -0.413 -5.618 -2.264  -0.44
H -3.291 8.666 2.530  0.53
H -2.050 -8.750 -5.654  0.29
H -6.646 5.517 5.672  0.38
H 1.164 4.511 6.072  0.20
C -1.004 -4.545 -1.349  -0.47
H -7.222 0.387 6.938  0.54
H 1.781 6.767 6.352  0.21
H 10.742 -5.164 -8.273  0.41
H 6.721 -5.530 -3.313  0.26
H -1.507 -10.519 -4.136  0.27
N -4.611 6.658 1.852  0.00
C 0.185 -4.147 -0.493  0.44
H 14.227 -10.067 -6.217  0.25
C 0.606 -10.341 -4.508  -0.45
H -7.138 1.233 5.418  0.43
H -1.331 -3.666 -1.907  0.28
C 6.326 -5.580 -4.328  -0.24
H 15.265 -9.173 -8.184  0.31
H 11.807 -7.472 -7.267  -0.07
H -3.896 -2.420 3.879  0.24
H 0.831 6.354 0.649  0.19
C -6.414 3.795 6.904  -0.63
H 14.914 -11.558 -6.861  0.33
H -2.895 -0.083 5.508  0.32
C 3.882 6.512 1.924  -0.58
H -6.619 4.355 -2.682  0.16
C 14.557 -9.982 -8.343  -0.43
C -0.837 6.716 5.904  0.32
H -2.377 9.409 4.345  0.37
F -1.010 3.382 -1.068  -0.23
C -5.912 3.285 1.940  -0.78
C -9.434 2.846 -3.522  -0.48
H -0.484 -6.592 -1.775  0.26
O 3.047 6.893 4.189  -0.57
H -7.619 3.767 3.137  0.81
H 8.795 -4.851 -6.300  -0.04
C -1.032 -9.126 -5.712  -0.47
H 14.938 -10.634 -9.132  0.29
H -2.299 8.068 1.240  0.54
H -5.058 4.639 4.433  -0.50
O 11.131 -9.893 -8.562  -0.59
H -4.940 0.394 7.311  0.56
H -6.645 2.596 -2.925  0.25
C -5.232 0.832 6.355  -0.49
O 1.329 -4.575 -1.079  -0.37
O 5.001 -3.708 -4.842  -0.38
C -7.259 3.491 -2.833  -0.09
H -3.625 -1.620 6.065  0.21
C -1.378 -2.176 2.728  -0.68
C 1.156 6.384 7.164  -0.13
H -5.805 -0.971 5.368  0.38
H -6.082 2.235 2.177  0.90

- Lowest unoccupied orbital energy: 0.4 eV



# C4H13NO2

2 unconnected molecules or ions with the total composition C4H13NO2 at a distorted geometry (the ωB97M-V functional and the def2-TZVPD basis, OMol25).

Last column: Mulliken charge in e.
Positions of all 20 atoms, in Å:
C -0.431 1.079 -1.016  -0.45
H 1.181 -1.571 0.738  0.19
C -1.078 -1.028 0.172  -0.70
H 0.090 1.538 -1.836  0.34
N 1.091 -0.773 1.350  -0.52
H 0.549 -0.738 -1.231  0.33
H -0.634 0.474 1.554  0.27
H -2.307 1.293 -1.401  0.34
H 2.517 1.995 -0.505  0.32
H -2.146 -0.808 0.268  0.33
O -1.678 1.714 -0.802  -0.52
C -0.496 -0.439 -1.112  -0.37
H -0.706 -1.171 2.341  0.39
H -1.113 -0.824 -1.929  0.32
O 2.749 1.062 -0.518  -0.67
H 1.458 -1.054 2.249  0.24
H 2.299 0.738 0.282  0.36
H 0.223 1.226 -0.158  0.06
H -1.152 -2.121 0.085  0.36
C -0.417 -0.590 1.469  -0.63

- Energy above the lowest of the compared OMol25 structures with the same formula, charge and spin: 15.7 kcal per mole
- Lowest unoccupied orbital energy: 0.8 eV



# H28NeO14

A molecular structure, H28NeO14 at a distorted geometry (the ωB97M-V functional and the def2-TZVPD basis, OMol25).

Last column: Mulliken charge in e.
Positions of all 43 atoms, in Å:
H -2.758 -2.167 -0.825  0.38
H 3.297 0.572 2.441  0.31
H -2.594 -1.587 1.352  0.42
O -3.376 1.440 -0.330  -0.68
H -3.174 2.008 0.414  0.27
H -3.119 -3.283 -1.783  0.30
H 1.932 -0.240 4.892  0.28
O 0.430 3.936 -0.732  -0.67
H 2.732 2.795 0.292  0.28
O -3.308 -1.406 0.742  -0.72
H 0.428 0.860 -2.569  0.28
O -1.216 2.234 -2.105  -0.67
Ne 0.253 -0.359 -0.038  -0.01
O -1.367 -1.975 2.663  -0.72
H -3.219 -0.475 0.538  0.33
H -2.072 -2.436 3.118  0.31
O -2.589 -2.488 -1.711  -0.66
H 1.253 0.345 3.672  0.37
O 1.141 0.223 4.614  -0.63
H -0.720 2.955 -1.718  0.38
H 2.699 -0.421 1.466  0.37
H 1.609 -0.022 -2.914  0.47
O 2.418 -1.554 -2.606  -0.77
H -2.537 0.723 3.247  0.30
H 3.076 -1.671 -0.847  0.41
H 2.859 -2.615 0.317  0.31
H 2.298 1.360 0.506  0.42
O 2.481 0.347 1.995  -0.70
H 1.037 3.349 -0.281  0.36
O -0.026 -2.494 -2.955  -0.67
H -1.254 2.443 -3.039  0.29
O 1.110 0.732 -3.228  -0.65
H -1.604 1.689 2.548  0.26
H -2.618 1.524 -0.909  0.39
H 0.180 4.579 -0.069  0.31
O 3.326 -1.818 0.066  -0.70
H -1.236 -1.175 3.172  0.34
O -1.610 0.936 3.139  -0.56
H 1.583 -2.022 -2.622  0.42
H 2.896 -1.888 -3.365  0.28
H -0.857 -2.401 -2.489  0.37
H -0.274 -2.552 -3.878  0.30
O 2.489 1.999 -0.181  -0.69

- Energy above the lowest of the compared OMol25 structures with the same formula, charge and spin: 5.8 kcal per mole
- Lowest unoccupied orbital energy: 0.0 eV



Result set for highest occupied orbital energy: -9.1; -9.9; -10.0 eV, one per record in the order listed.
Result set for frontier orbital gap: 9.490; 10.765; 9.940 eV, one per record in the order listed.